No. 1
# C35H60F4N6O4PS

5 unconnected molecules or ions with the total composition C35H60F4N6O4PS (ωB97M-V/def2-TZVPD, OMol25).

Last columns: bonded neighbours and bond lengths (Å).
Geometry (Å):
1 C 2.26722 0.18376 1.78086  C36 1.544, C58 1.536, H90 1.090, H91 1.093
2 H 1.23712 -5.57741 0.37220  C79 1.093
3 H 2.64462 2.31617 2.04245  C58 1.083
4 C -6.58456 -1.56831 4.02768  C28 1.523, C35 1.534, H56 1.090, H98 1.092
5 H 0.88395 1.22010 -6.69190  C100 1.091
6 C -2.25323 2.12300 3.70755  O15 1.418, H40 1.094, H57 1.087, H82 1.097
7 F 3.98942 4.87985 -2.94087  C93 1.324
8 C -2.66308 -0.67712 -0.52922  H48 1.082, C59 1.532, H75 1.096, C104 1.518
9 N 4.96444 11.51608 -0.84222  C53 1.148
10 H -5.49297 0.21734 4.60859  C35 1.092
11 N -0.48045 -1.49300 -3.95847  C89 1.148
12 C -1.97655 -7.12701 2.40880  C14 1.534, H26 1.092, C39 1.523, H99 1.090
13 H 2.49031 -1.26709 -5.88319  C110 1.092
14 C -3.27547 -6.43834 1.96948  C12 1.534, H33 1.092, C64 1.461, H95 1.091
15 O -1.16909 1.42516 4.29837  C6 1.418, C73 1.408
16 H -0.94340 1.65784 -2.74023  O67 0.971
17 H 4.45228 7.20793 -1.90554  C34 1.089
18 H 0.53761 -2.56187 -6.72784  C55 1.091
19 C -0.05792 -1.08011 -0.16842  C45 1.513, C59 1.481, N94 1.304
20 F 2.94817 5.11088 -1.02211  C93 1.332
21 P -0.05008 1.68162 -0.79514  O67 1.616, N94 1.807, O101 1.604
22 F 2.85181 -4.36916 0.29930  C79 1.395
23 H 0.45318 -3.75218 -0.98785  C87 1.090
24 H 1.31826 0.77999 -5.03578  C100 1.092
25 H -0.28845 -8.20788 1.59473  C39 1.090
26 H -1.36273 -6.41108 2.95994  C12 1.092
27 H -1.77842 -8.42493 0.67966  C39 1.091
28 C -7.18641 -1.00751 2.74565  C4 1.523, H72 1.091, H78 1.089, H92 1.091
29 H 2.09485 -0.82612 -7.53294  C110 1.090
30 C 3.25030 2.28269 -0.34908  C62 1.540, H63 1.092, H76 1.087, C81 1.493
31 H 0.68453 -2.01999 1.49372  C45 1.099
32 H 3.42350 -1.29677 -2.10977  S86 1.334
33 H -3.92817 -7.14215 1.44976  C14 1.092
34 C 4.31653 8.28765 -1.93804  H17 1.089, H44 1.091, C52 1.524, C54 1.532
35 C -5.29797 -0.84491 4.44700  C4 1.534, H10 1.092, C65 1.461, H74 1.091
36 C 1.99258 0.00803 0.27130  C1 1.544, C62 1.537, N94 1.534, C105 1.564
37 H -0.33877 -1.06771 -7.04754  C55 1.092
38 H 2.57466 1.21023 -6.19331  C100 1.089
39 C -1.18546 -7.70090 1.24024  C12 1.523, H25 1.090, H27 1.091, H108 1.092
40 H -2.86744 1.42077 3.13663  C6 1.094
41 N -3.45462 -1.07258 2.61367  C65 1.149
42 H 2.09436 -5.39154 2.63300  C46 1.087
43 N -2.77422 -4.44229 0.36585  C64 1.148
44 H 4.70504 8.63201 -2.89786  C34 1.091
45 C 0.87604 -2.11791 0.41556  C19 1.513, H31 1.099, C87 1.532, C105 1.529
46 C 1.51723 -4.56271 2.23071  H42 1.087, C79 1.517, H83 1.091, H88 1.093
47 H -0.85508 0.41135 2.54657  C73 1.104
48 H -2.64229 -0.02306 0.33263  C8 1.082
49 H -1.18308 -1.70796 -1.73763  C59 1.103
50 C 0.67055 1.99846 2.79375  C58 1.532, C73 1.532, H107 1.090, H109 1.091
51 H 2.27598 8.12921 -2.63859  C52 1.090
52 C 2.83127 8.61470 -1.83574  C34 1.524, H51 1.090, H70 1.090, H80 1.092
53 C 5.05044 10.37198 -0.81229  N9 1.148, C54 1.462
54 C 5.14236 8.91282 -0.80870  C34 1.532, C53 1.462, H61 1.091, H68 1.092
55 C 0.41692 -1.52644 -6.40717  H18 1.091, H37 1.092, C89 1.461, C110 1.535
56 H -7.29990 -1.47800 4.84577  C4 1.090
57 H -2.83724 2.57098 4.50706  C6 1.087
58 C 2.09947 1.51525 2.52716  C1 1.536, H3 1.083, C50 1.532, H60 1.093
59 C -1.38334 -1.50653 -0.67195  C8 1.532, C19 1.481, H49 1.103, H97 1.084
60 H 2.58387 1.38320 3.49818  C58 1.093
61 H 6.19460 8.64107 -0.90254  C54 1.091
62 C 2.91537 0.81221 -0.65895  C30 1.540, C36 1.537, H71 1.090, H111 1.090
63 H 4.01528 2.35834 0.42630  C30 1.092
64 C -3.01099 -5.31927 1.06819  C14 1.461, N43 1.148
65 C -4.25504 -0.95878 3.43047  C35 1.461, N41 1.149
66 H -2.27381 -0.18941 -3.54018  N103 1.015
67 O -0.63073 0.97337 -2.12614  H16 0.971, P21 1.616
68 H 4.79330 8.55491 0.16222  C54 1.092
69 H -1.43820 1.38174 0.91378  O101 0.966
70 H 2.65556 9.68807 -1.91229  C52 1.090
71 H 3.86232 0.27220 -0.67007  C62 1.090
72 H -7.41147 0.05538 2.84809  C28 1.091
73 C -0.27396 0.92128 3.33523  O15 1.408, H47 1.104, C50 1.532, H84 1.092
74 H -4.90251 -1.25355 5.37779  C35 1.091
75 H -3.46074 -1.39768 -0.31705  C8 1.096
76 H 2.37106 2.81821 0.00065  C30 1.087
77 H 3.07190 -1.91748 0.54510  C105 1.086
78 H -8.11411 -1.52259 2.50014  C28 1.089
79 C 1.53713 -4.58305 0.71348  H2 1.093, F22 1.395, C46 1.517, C87 1.523
80 H 2.41784 8.27110 -0.88503  C52 1.092
81 C 3.71322 2.97824 -1.58670  C30 1.493, F85 1.356, C93 1.322
82 H -1.91746 2.92841 3.04321  C6 1.097
83 H 0.48935 -4.62237 2.59198  C46 1.091
84 H 0.31366 0.16317 3.85720  C73 1.092
85 F 4.34905 2.21480 -2.51002  C81 1.356
86 S 2.34388 -1.99542 -1.75319  H32 1.334, C105 1.825
87 C 0.57846 -3.58286 0.08174  H23 1.090, C45 1.532, C79 1.523, H102 1.091
88 H 1.94893 -3.63109 2.60411  C46 1.093
89 C -0.09805 -1.53272 -5.04029  N11 1.148, C55 1.461
90 H 1.70762 -0.57269 2.33036  C1 1.090
91 H 3.31550 -0.10661 1.88442  C1 1.093
92 H -6.50666 -1.12897 1.90062  C28 1.091
93 C 3.56403 4.26583 -1.84765  F7 1.324, F20 1.332, C81 1.322
94 N 0.52649 0.08590 -0.17410  C19 1.304, P21 1.807, C36 1.534
95 H -3.82279 -6.05373 2.83092  C14 1.091
96 H -2.91815 -1.55074 -2.91978  N103 1.015
97 H -1.57006 -2.47808 -0.22999  C59 1.084
98 H -6.37267 -2.63238 3.90684  C4 1.092
99 H -2.23702 -7.92236 3.10756  C12 1.090
100 C 1.62114 0.69537 -6.08163  H5 1.091, H24 1.092, H38 1.089, C110 1.523
101 O -1.41788 1.78473 0.03638  P21 1.604, H69 0.966
102 H -0.38810 -3.82095 0.52906  C87 1.091
103 N -3.05434 -0.54860 -3.00053  H66 1.015, H96 1.015, C104 1.413
104 C -3.16134 0.08669 -1.74290  C8 1.518, N103 1.413, O106 1.203
105 C 2.22044 -1.51603 0.00389  C36 1.564, C45 1.529, H77 1.086, S86 1.825
106 O -3.69556 1.15749 -1.61593  C104 1.203
107 H 0.29764 2.50469 1.90394  C50 1.090
108 H -0.87498 -6.91597 0.54715  C39 1.092
109 H 0.71025 2.76807 3.56649  C50 1.091
110 C 1.74510 -0.76357 -6.50211  H13 1.092, H29 1.090, C55 1.535, C100 1.523
111 H 2.49905 0.75724 -1.66465  C62 1.090

Properties
Net charge: +1

Atomic partial charges in e from the Mulliken method, atoms 1 to 6: atom 1 (C): -1.112, atom 2 (H): 0.423, atom 3 (H): 0.315, atom 4 (C): -0.396, atom 5 (H): 0.335, atom 6 (C): -0.531

No. 2
# C35H60N2O16

6 unconnected molecules or ions with the total composition C35H60N2O16 (ωB97M-V/def2-TZVPD, OMol25).

Last columns: bonded neighbours and bond lengths (Å).
Geometry (Å):
1 C -0.56537 2.77615 -3.16644  H3 1.092, O37 1.427, H107 1.091, H112 1.093
2 O 3.69961 4.40626 -4.50556  C12 1.208
3 H -1.57245 3.19477 -3.22376  C1 1.092
4 O 0.15516 7.63133 0.79167  C61 1.345, C62 1.426
5 C 2.14543 -1.33518 -0.70815  C55 1.597, H88 1.153, C110 1.549
6 H 2.11512 2.45508 -4.16382  C63 1.092
7 H 1.11140 -5.90082 -4.26811  C90 1.092
8 O -4.21872 0.30804 7.81093  C9 1.345, C81 1.426
9 C -4.23133 -0.99596 8.13932  O8 1.345, O45 1.344, O85 1.208
10 O -0.52781 6.13221 2.21289  C33 1.434, C61 1.343
11 C -1.51946 -0.67721 -6.15648  H15 1.094, O36 1.433, H105 1.093, C108 1.517
12 C 3.47677 4.06947 -5.64368  O2 1.208, O22 1.344, O44 1.345
13 H 0.72404 3.74726 4.24763  C96 1.092
14 H -4.15631 -7.15394 -2.44448  C68 1.093
15 H -2.52357 -0.27814 -6.32603  C11 1.094
16 C 5.82126 5.92777 -6.24690  C65 1.517, H78 1.092, H83 1.093, H86 1.093
17 H 1.67385 4.80493 3.19206  C96 1.093
18 C -6.14482 -3.36010 8.39304  C49 1.517, H51 1.092, H74 1.093, H76 1.093
19 H -3.52214 2.14679 8.37592  C81 1.091
20 H 3.66295 1.63043 -4.55101  C63 1.093
21 C 3.85834 -0.80422 1.38461  N47 1.438, C91 1.547, C110 1.586
22 O 3.73075 4.79240 -6.74757  C12 1.344, C65 1.433
23 N 3.82992 -2.45187 3.48401  C34 1.427, C91 1.438
24 H -1.73632 -2.93903 -1.01461  C97 1.146
25 H -4.09115 -3.51495 7.69930  C49 1.094
26 H 0.42345 -0.71742 -7.09828  C108 1.093
27 H -0.50088 0.73462 -7.44673  C108 1.093
28 C 0.24843 0.69757 3.15988  H42 1.154, H46 1.155, O95 1.457, C106 1.629
29 H 6.12924 0.39430 3.65636  C52 1.144
30 H 3.62947 0.42094 -0.66283  C110 1.155
31 H -2.25849 -1.75456 0.98916  C54 1.161
32 C -0.78673 -0.08568 0.84933  C54 1.609, H66 1.157, H79 1.154, C106 1.636
33 C -0.45641 4.82389 2.79548  O10 1.434, H41 1.093, H75 1.094, C96 1.517
34 C 4.82619 -1.53060 3.92719  N23 1.427, C52 1.555, H87 1.155
35 H -1.44184 1.66894 2.05971  C106 1.156
36 O -0.98864 -0.20813 -4.91049  C11 1.433, C77 1.345
37 O -0.55745 1.38826 -3.49630  C1 1.427, C77 1.345
38 H 1.04367 7.33989 -1.07654  C62 1.092
39 H 0.15928 -4.24501 0.21991  C82 1.156
40 C 2.19801 -2.89080 1.53997  C55 1.540, C91 1.589, H111 1.155
41 H -1.38075 4.68124 3.36060  C33 1.093
42 H 1.02633 1.24806 2.50967  C28 1.154
43 H 3.82622 6.60531 -5.71437  C65 1.094
44 O 2.94891 2.89390 -6.02812  C12 1.345, C63 1.426
45 O -4.89969 -1.65994 7.18087  C9 1.344, C49 1.433
46 H 0.70531 -0.33920 3.38331  C28 1.155
47 N 4.87045 0.09212 1.87315  C21 1.438, C52 1.426
48 C -3.58570 -8.70671 -3.80835  H50 1.093, C68 1.517, H98 1.093, H109 1.092
49 C -5.04203 -3.07001 7.39233  C18 1.517, H25 1.094, O45 1.433, H80 1.093
50 H -3.37365 -9.46271 -3.04773  C48 1.093
51 H -6.31589 -4.43533 8.47859  C18 1.092
52 C 5.33634 -0.27214 3.17030  H29 1.144, C34 1.555, N47 1.426
53 C -0.66530 0.79826 5.37907  H69 1.145, H93 1.153, O95 1.450, H99 1.157
54 C -1.11335 -1.66098 0.82260  H31 1.161, C32 1.609, H92 1.155, C97 1.622
55 C 1.61447 -2.57258 0.15049  C5 1.597, C40 1.540, C82 1.627
56 H 0.70159 -3.81883 -1.57210  C82 1.145
57 H 2.03676 -6.52513 -2.89499  C90 1.091
58 O 1.10999 5.56817 0.73797  C61 1.208
59 H -2.61188 0.79022 9.05630  C81 1.092
60 H 4.19032 6.65314 -7.43469  C65 1.093
61 C 0.32127 6.35945 1.19715  O4 1.345, O10 1.343, O58 1.208
62 C 1.06353 8.03216 -0.23194  O4 1.426, H38 1.092, H67 1.093, H102 1.091
63 C 2.71177 1.98991 -4.95100  H6 1.092, H20 1.093, O44 1.426, H103 1.091
64 C -1.11135 -6.94947 -3.48391  O84 1.208, O94 1.345, O113 1.344
65 C 4.33605 6.07126 -6.52137  C16 1.517, O22 1.433, H43 1.094, H60 1.093
66 H -1.39398 0.49444 0.05417  C32 1.157
67 H 2.07368 8.11064 0.17692  C62 1.093
68 C -3.41870 -7.31204 -3.23501  H14 1.093, C48 1.517, H100 1.094, O113 1.433
69 H -1.00884 -0.24747 5.06410  C53 1.145
70 H 0.70936 5.51128 4.47835  C96 1.094
71 O -1.67768 1.90299 -5.40630  C77 1.207
72 H -0.54044 -1.56615 -1.42197  C97 1.160
73 H -0.94296 -0.78802 -8.23547  C108 1.092
74 H -5.89213 -2.97296 9.38296  C18 1.093
75 H -0.43157 4.05374 2.01888  C33 1.094
76 H -7.07616 -2.87450 8.08993  C18 1.093
77 C -1.13711 1.10762 -4.67696  O36 1.345, O37 1.345, O71 1.207
78 H 6.29671 6.90806 -6.17147  C16 1.092
79 H 0.32947 0.15389 0.67824  C32 1.154
80 H -5.30476 -3.50711 6.42592  C49 1.093
81 C -3.61165 1.14365 8.79452  O8 1.426, H19 1.091, H59 1.092, H89 1.093
82 C 0.40580 -3.41220 -0.54345  H39 1.156, C55 1.627, H56 1.145, C97 1.637
83 H 6.00051 5.38677 -5.31477  C16 1.093
84 O -1.19546 -6.87198 -4.68613  C64 1.208
85 O -3.74282 -1.48020 9.13180  C9 1.208
86 H 6.30588 5.35750 -7.04378  C16 1.093
87 H 5.29769 -1.74194 4.96057  C34 1.155
88 H 1.67752 -1.10029 -1.73598  C5 1.153
89 H -4.24629 1.19426 9.68241  C81 1.093
90 C 1.19891 -6.73006 -3.56255  H7 1.092, H57 1.091, O94 1.426, H104 1.093
91 C 3.35596 -2.02272 2.19543  C21 1.547, N23 1.438, C40 1.589
92 H -0.63306 -2.24219 1.69736  C54 1.155
93 H -0.10279 0.70202 6.38111  C53 1.153
94 O 0.02281 -6.86369 -2.76642  C64 1.345, C90 1.426
95 O 0.08542 1.50639 4.36121  C28 1.457, C53 1.450
96 C 0.72959 4.71044 3.73401  H13 1.092, H17 1.093, C33 1.517, H70 1.094
97 C -0.83681 -2.34968 -0.61983  H24 1.146, C54 1.622, H72 1.160, C82 1.637
98 H -2.88996 -8.88120 -4.63247  C48 1.093
99 H -1.60579 1.43006 5.61587  C53 1.157
100 H -3.58805 -6.54132 -3.99244  C68 1.094
101 H -1.94948 0.00163 2.85732  C106 1.145
102 H 0.75609 9.01667 -0.58657  C62 1.091
103 H 2.15742 1.13571 -5.34238  C63 1.091
104 H 1.39820 -7.66517 -4.09120  C90 1.093
105 H -1.61505 -1.76218 -6.06816  C11 1.093
106 C -1.13261 0.58181 2.30293  C28 1.629, C32 1.636, H35 1.156, H101 1.145
107 H -0.20806 2.88219 -2.14125  C1 1.091
108 C -0.58392 -0.34547 -7.30393  C11 1.517, H26 1.093, H27 1.093, H73 1.092
109 H -4.60198 -8.85223 -4.18072  C48 1.092
110 C 3.26344 -0.48757 -0.05060  C5 1.549, C21 1.586, H30 1.155
111 H 1.75540 -3.79261 2.10940  C40 1.155
112 H 0.11470 3.31871 -3.82730  C1 1.093
113 O -2.12861 -7.15735 -2.63069  C64 1.344, C68 1.433

Atomic partial charges in e from the Mulliken method, atoms 1 to 6: atom 1 (C): -0.782, atom 2 (O): -0.564, atom 3 (H): 0.338, atom 4 (O): -0.345, atom 5 (C): -0.468, atom 6 (H): 0.130

Summary of largest force on an atom in eV/A
1.02 6.08
(order as listed above)
Summary of HOMO in eV
-11.8 -8.5
(order as listed above)